[1]
Molecular formula: C34H47AsGaNO3S2
Method: DFT, ωB97M-V/def2-TZVPD

The geometry in XYZ format:
```
89
Properties=species:S:1:pos:R:3
Ga -0.617 -1.768 1.225
C -3.376 -1.089 4.745
O -2.090 -1.673 4.619
C -2.086 -3.088 4.697
C -0.654 -3.485 4.968
O 0.147 -3.222 3.822
C 1.391 -2.658 4.157
C 1.205 -1.178 4.419
O 0.778 -0.536 3.223
C 0.941 0.872 3.271
H -3.844 -1.398 5.686
H -3.234 -0.010 4.744
H -4.021 -1.372 3.910
H -2.728 -3.423 5.520
H -2.432 -3.540 3.759
H -0.314 -2.888 5.820
H -0.578 -4.548 5.224
H 1.824 -3.159 5.030
H 2.053 -2.791 3.300
H 0.476 -1.046 5.228
H 2.158 -0.732 4.732
H 0.167 1.344 3.883
H 1.927 1.135 3.668
H 0.865 1.234 2.248
C -5.557 -0.563 -1.994
C -4.711 -1.438 -1.109
S -3.396 -0.758 -0.389
C -5.120 -2.827 -0.928
C -6.451 -3.255 -1.481
S -4.184 -3.957 -0.183
H -5.094 0.413 -2.096
H -6.554 -0.439 -1.562
H -5.682 -1.003 -2.986
H -6.510 -3.059 -2.553
H -7.259 -2.697 -0.999
H -6.601 -4.314 -1.304
C 0.875 -0.184 -7.258
C 0.970 -0.264 -5.758
C 2.179 -0.491 -5.118
C 2.269 -0.542 -3.732
C 3.613 -0.825 -3.112
C 1.124 -0.330 -2.941
As 1.441 -0.529 -0.987
N 0.009 0.013 0.054
C -0.595 1.234 0.113
C -1.528 1.476 1.155
C -2.200 2.677 1.263
C -1.972 3.703 0.352
C -1.066 3.491 -0.679
C -0.393 2.290 -0.799
C 2.696 0.965 -0.473
C 3.334 0.721 0.760
C 3.315 -0.644 1.403
C 4.054 1.724 1.396
C 4.209 2.978 0.827
C 4.968 4.077 1.519
C 3.669 3.180 -0.430
C 2.929 2.204 -1.097
C 2.518 2.580 -2.500
C -0.115 -0.207 -3.583
C -1.414 -0.187 -2.827
C -0.166 -0.148 -4.971
H 1.846 -0.354 -7.721
H 0.514 0.798 -7.568
H 0.176 -0.929 -7.640
H 3.074 -0.644 -5.712
H 4.359 -1.012 -3.883
H 3.553 -1.705 -2.466
H 3.954 0.008 -2.495
H -1.704 0.680 1.875
H -2.921 2.820 2.060
H -2.499 4.644 0.443
H -0.895 4.275 -1.407
H 0.285 2.127 -1.621
H 2.294 -0.979 1.569
H 3.839 -0.620 2.361
H 3.807 -1.377 0.761
H 4.515 1.518 2.357
H 5.186 3.816 2.554
H 4.394 5.005 1.503
H 5.913 4.269 1.006
H 3.827 4.135 -0.921
H 2.116 3.595 -2.518
H 1.788 1.910 -2.931
H 3.398 2.566 -3.149
H -1.407 -0.950 -2.049
H -2.247 -0.389 -3.502
H -1.596 0.774 -2.344
H -1.131 -0.025 -5.454
```

Calculated values
HOMO level ... -6.8 eV
Energy above the lowest of the compared OMol25 structures with the same formula, charge and spin ... 54.0 kJ/mol
Total charge ... 0

Results of the Mulliken charge analysis, in e, for atoms 1 through 6: number 1, Ga, carries 0.522; number 2, C, carries -0.930; number 3, O, carries -0.116; number 4, C, carries -0.584; number 5, C, carries -0.672; number 6, O, carries -0.248


[2]
Molecular formula: C45H70BFN2O18S
Method: DFT, ωB97M-V/def2-TZVPD

The geometry in XYZ format:
```
138
Properties=species:S:1:pos:R:3
C -5.656 0.445 -1.248
B -4.291 -0.261 -0.575
O -4.555 -1.302 0.442
C -2.756 0.179 -1.095
C -2.468 -0.966 -2.295
C -1.174 -0.597 -3.230
C -1.624 0.191 -4.635
C -2.526 -0.736 -5.642
O -2.974 0.070 -6.825
C -4.132 0.918 -6.460
C -3.991 2.575 -6.359
O -5.379 0.431 -6.219
O -2.702 1.437 -1.822
C -3.051 2.631 -1.085
C -2.946 3.886 -2.192
C -2.914 5.311 -1.379
C -1.420 5.981 -1.694
F -3.978 6.203 -1.895
C -1.584 -0.099 0.006
O -1.508 -1.527 0.462
C -0.234 -2.139 0.060
C 0.939 -1.798 1.184
C 2.283 -1.121 0.526
C 3.349 -2.226 -0.084
C 4.924 -1.812 0.278
C 5.266 -0.255 -0.135
C 6.761 -0.074 -0.816
C 7.475 1.299 -0.201
S 9.045 1.544 -1.241
C 10.127 0.045 -0.869
N 11.202 -0.134 0.184
N 11.632 -1.453 -0.088
C 10.886 -2.127 -1.253
O 9.898 -1.133 -1.734
C -1.605 0.799 1.362
C -2.782 0.891 2.496
C -2.603 1.840 3.860
C -1.220 2.719 4.160
C -0.024 2.651 2.995
C -0.239 1.717 1.666
H -5.951 1.381 -0.610
H -6.523 -0.370 -1.298
H -5.330 0.716 -2.364
H -4.909 -2.139 0.019
H -2.496 -2.061 -1.885
H -3.424 -0.865 -3.004
H -0.396 0.142 -2.717
H -0.530 -1.537 -3.561
H -0.655 0.596 -5.200
H -2.255 1.171 -4.381
H -1.816 -1.567 -6.077
H -3.493 -1.195 -5.168
H -3.226 2.984 -7.160
H -5.036 3.125 -6.501
H -3.587 2.900 -5.310
H -2.325 2.955 -0.222
H -4.139 2.711 -0.667
H -2.051 3.714 -2.929
H -3.975 3.850 -2.775
H -3.113 5.150 -0.231
H -1.466 6.298 -2.841
H -0.651 5.088 -1.546
H -1.219 6.879 -0.970
H -0.545 0.088 -0.545
H -0.396 -3.319 0.136
H 0.094 -1.935 -1.044
H 1.293 -2.820 1.688
H 0.478 -1.161 2.082
H 1.959 -0.324 -0.272
H 2.845 -0.558 1.390
H 3.142 -3.249 0.456
H 3.231 -2.356 -1.252
H 5.674 -2.583 -0.239
H 5.081 -1.947 1.454
H 4.461 0.078 -0.920
H 5.173 0.389 0.843
H 7.412 -1.030 -0.554
H 6.657 -0.002 -1.996
H 7.852 1.040 0.894
H 6.762 2.229 -0.206
H 11.040 -3.199 -1.717
H -3.772 0.283 2.358
H -3.460 1.927 4.680
H -1.089 3.378 5.142
H 0.994 3.254 3.155
H 0.649 1.704 0.879
C -4.803 8.158 1.631
C -3.403 7.899 2.150
C -2.671 9.146 2.544
O -1.316 8.790 2.335
C -1.313 7.823 1.367
O -0.313 7.423 0.798
O -2.579 7.369 1.124
H -4.780 8.731 0.698
H -5.301 7.210 1.402
H -5.407 8.699 2.366
H -3.431 7.174 2.972
H -2.841 9.412 3.591
H -2.906 10.011 1.913
C 4.537 -6.469 3.663
C 3.291 -6.661 2.823
C 3.186 -8.025 2.211
O 2.430 -7.782 1.038
C 2.664 -6.481 0.687
O 2.334 -5.985 -0.375
O 3.318 -5.814 1.685
H 5.442 -6.530 3.048
H 4.537 -5.473 4.117
H 4.599 -7.215 4.461
H 2.397 -6.415 3.409
H 2.666 -8.733 2.864
H 4.152 -8.452 1.921
C -5.053 -4.856 -4.280
C -4.965 -5.245 -2.818
C -6.040 -6.197 -2.386
O -6.188 -5.894 -1.010
C -5.805 -4.591 -0.855
O -5.985 -3.936 0.157
O -5.196 -4.120 -1.985
H -5.971 -4.295 -4.485
H -4.220 -4.198 -4.546
H -5.022 -5.736 -4.929
H -3.967 -5.638 -2.590
H -5.746 -7.242 -2.521
H -7.001 -6.029 -2.885
C 3.600 0.037 7.110
C 4.003 -0.394 5.714
C 3.532 0.541 4.641
O 3.401 -0.314 3.520
C 3.158 -1.567 4.012
O 2.801 -2.515 3.336
O 3.367 -1.612 5.362
H 2.512 0.017 7.232
H 4.008 -0.659 7.851
H 3.966 1.042 7.338
H 5.087 -0.548 5.663
H 4.256 1.335 4.436
H 2.557 0.994 4.850
```

Calculated values
HOMO level ... -8.3 eV
Total charge ... 0
SMILES ... CB(O)[C@@](CCCCOC(C)=O)(OCC[C@@H](C)F)[C@H](OCCCCCCCCSc1nnco1)c1ccccc1.C[C@@H]1COC(=O)O1.C[C@@H]1COC(=O)O1.C[C@@H]1COC(=O)O1.C[C@@H]1COC(=O)O1

Results of the Mulliken charge analysis, in e, for atoms 1 through 6: number 1, C, carries -0.677; number 2, B, carries 0.696; number 3, O, carries -0.781; number 4, C, carries 0.654; number 5, C, carries -0.952; number 6, C, carries -0.353


[3]
Molecular formula: C3H11NO4
Method: DFT, ωB97M-V/def2-TZVPD

The geometry in XYZ format:
```
19
Properties=species:S:1:pos:R:3
C -1.824 1.373 0.585
C -0.305 1.619 0.461
N 0.306 1.428 1.774
C 0.372 0.575 -0.485
O 1.584 0.632 -0.610
O -0.422 -0.226 -1.141
H -2.322 2.316 0.829
H -2.245 1.042 -0.361
H -1.998 0.652 1.362
H -0.143 2.624 0.051
H 1.276 1.114 1.725
H 0.248 2.253 2.361
H -0.393 -1.290 -0.906
O -0.364 -2.567 -0.621
H -0.743 -2.761 0.240
H 0.615 -2.693 -0.677
O 2.210 -2.155 -1.192
H 2.145 -1.226 -1.446
H 2.002 -2.711 -1.948
```

Calculated values
HOMO level ... -9.2 eV
Energy above the lowest of the compared OMol25 structures with the same formula, charge and spin ... 132.3 kJ/mol
Total charge ... 0
SMILES ... C[C@@H](N)C(=O)O.O.O

Results of the Mulliken charge analysis, in e, for atoms 1 through 6: number 1, C, carries -1.292; number 2, C, carries 0.637; number 3, N, carries -0.686; number 4, C, carries 0.425; number 5, O, carries -0.668; number 6, O, carries -0.592


[4]
Molecular formula: C7H11N
Method: DFT, ωB97M-V/def2-TZVPD

The geometry in XYZ format:
```
19
Properties=species:S:1:pos:R:3
C 0.401 -1.880 1.006
C -0.798 -1.120 0.660
C -0.392 0.152 -0.061
C 1.234 0.047 -0.430
C 1.788 -0.954 0.578
C -0.937 1.347 0.660
N -1.142 1.892 -0.739
C -0.931 0.605 -1.505
H 0.340 -2.687 1.753
H -1.697 -1.612 0.620
H 1.376 -0.266 -1.425
H 1.644 1.045 -0.176
H 2.435 -1.026 1.519
H 2.422 -1.799 -0.014
H -0.229 1.870 1.146
H -1.731 1.308 1.517
H -1.890 2.470 -0.985
H -1.792 0.042 -1.805
H -0.100 0.566 -2.320
```

Calculated values
HOMO level ... -8.6 eV
Energy above the lowest of the compared OMol25 structures with the same formula, charge and spin ... 522.8 kJ/mol
Total charge ... 0
SMILES ... C1=CC2(CC1)CNC2

Results of the Mulliken charge analysis, in e, for atoms 1 through 6: number 1, C, carries -0.389; number 2, C, carries -1.177; number 3, C, carries 1.587; number 4, C, carries -0.921; number 5, C, carries -0.538; number 6, C, carries -0.820


[5]
Molecular formula: C3H8O
Method: DFT, ωB97M-V/def2-TZVPD

The geometry in XYZ format:
```
12
Properties=species:S:1:pos:R:3
C 0.686 1.211 0.949
C -1.058 0.113 0.445
O -0.634 -1.159 0.487
C -0.293 -1.656 -0.769
H 1.387 1.543 0.167
H 0.386 2.070 1.550
H 1.094 0.403 1.551
H -0.447 0.924 -0.089
H -1.571 0.306 1.384
H -1.139 -1.491 -1.440
H 0.532 -1.043 -1.144
H -0.018 -2.712 -0.731
```

Calculated values
HOMO level ... -7.9 eV
Energy above the lowest of the compared OMol25 structures with the same formula, charge and spin ... 412.8 kJ/mol
Total charge ... 0

Results of the Mulliken charge analysis, in e, for atoms 1 through 6: number 1, C, carries -1.137; number 2, C, carries -0.469; number 3, O, carries -0.262; number 4, C, carries -0.592; number 5, H, carries 0.344; number 6, H, carries 0.327


[6]
Molecular formula: C3H5NO3
Method: DFT, ωB97M-V/def2-TZVPD

The geometry in XYZ format:
```
12
Properties=species:S:1:pos:R:3
O -0.457 2.334 0.017
C -0.247 1.148 -0.008
C 0.955 0.221 0.314
O 2.010 0.303 -0.589
C -0.054 -0.953 0.166
N -1.011 0.045 -0.287
O -2.382 -0.032 -0.156
H 1.273 0.350 1.338
H 2.738 -0.216 -0.232
H 0.199 -1.682 -0.613
H -0.317 -1.430 1.116
H -2.706 -0.087 -1.067
```

Calculated values
HOMO level ... -9.8 eV
Energy above the lowest of the compared OMol25 structures with the same formula, charge and spin ... 337.1 kJ/mol
Total charge ... 0
SMILES ... O=C1[C@H](O)CN1O

Results of the Mulliken charge analysis, in e, for atoms 1 through 6: number 1, O, carries -0.582; number 2, C, carries 0.234; number 3, C, carries 0.068; number 4, O, carries -0.504; number 5, C, carries -0.543; number 6, N, carries 0.169


| no. | electronic energy (Ha) |
| --- | --- |
| 1 | -6561.06096 |
| 2 | -3742.65767 |
| 3 | -476.62728 |
| 4 | -327.88885 |
| 5 | -194.17873 |
| 6 | -397.70828 |